w) Below is one molecule with the formula C14H18N2O3S3, with properties calculated with wB97M-V/def2-TZVPD.

```
40
Properties=species:S:1:pos:R:3:nbo_charge:R:1
C -5.192 -1.560 -0.275 -0.5982
C -4.142 -0.455 -0.279 -0.3903
C -2.738 -1.014 -0.067 -0.4178
H -2.684 -1.529 0.895 0.2138
C -1.684 0.093 -0.069 -0.2246
N -0.356 -0.362 0.290 -0.6794
S -0.168 -0.870 1.875 2.3348
O -1.018 -0.063 2.695 -0.9301
O -0.242 -2.298 1.996 -0.9402
C 1.528 -0.383 2.118 -0.3997
C 2.522 -1.218 2.530 -0.3620
S 4.033 -0.422 2.608 0.5429
C 3.324 1.057 2.054 -0.3097
C 1.979 0.921 1.845 -0.2019
H 1.309 1.698 1.528 0.2408
C 4.219 2.221 1.889 0.6394
O 5.344 2.238 2.339 -0.5969
N 3.682 3.260 1.206 -0.8101
H 2.794 3.194 0.744 0.3970
H 4.265 4.062 1.034 0.4095
H 2.420 -2.252 2.790 0.2634
C 0.356 -1.185 -0.668 -0.2657
C 0.896 -0.343 -1.775 -0.1981
C 0.547 -0.350 -3.089 -0.2481
C 1.242 0.614 -3.856 -0.2569
C 2.104 1.346 -3.109 -0.4002
S 2.089 0.872 -1.453 0.4162
H 2.754 2.138 -3.424 0.2364
H 1.101 0.750 -4.913 0.2270
H -0.179 -1.027 -3.503 0.2237
H -0.280 -1.975 -1.083 0.2127
H 1.170 -1.664 -0.115 0.2347
H -1.622 0.575 -1.050 0.2103
H -1.950 0.843 0.679 0.2283
H -2.518 -1.743 -0.851 0.1922
H -4.365 0.261 0.514 0.2000
H -4.178 0.080 -1.232 0.1924
H -5.174 -2.093 0.673 0.2058
H -6.186 -1.143 -0.417 0.2092
H -5.001 -2.274 -1.073 0.1997
```

Computed properties:
Net charge = 0
Highest occupied orbital energy = -9.26 eV
Structure (SMILES) = CCCCN(Cc1cccs1)S(=O)(=O)c1csc(C(N)=O)c1

=====

x) Below is one molecule with the formula C14H18N2O3S3, with properties calculated with wB97M-V/def2-TZVPD.

```
40
Properties=species:S:1:pos:R:3:nbo_charge:R:1
C 1.628 -4.147 -0.363 -0.3058
C 2.167 -3.041 -1.087 -0.0589
C 2.520 -1.510 -1.655 -0.4546
C 2.124 -0.330 -0.538 -0.0384
C 1.583 0.946 -1.405 -0.4345
C -0.041 1.084 -1.533 -0.4320
C -0.570 2.385 -0.639 -0.5290
S -2.461 2.371 -0.589 0.2377
C -3.082 1.230 0.766 -0.0689
S -2.498 1.275 2.396 0.0502
N -4.138 0.166 0.445 -0.4756
C -4.615 -0.055 -0.974 -0.1406
C -5.672 -1.306 -0.777 -0.0902
N -5.811 -1.744 0.690 -0.4299
C -4.842 -0.783 1.403 0.1640
C 3.488 0.132 0.314 -0.4608
C 3.195 1.354 1.380 -0.1140
O 2.979 0.861 2.749 -0.6899
S 1.446 0.131 2.939 1.6511
O 0.662 1.109 3.893 -0.8620
O 0.538 0.132 1.487 -0.7071
C 1.082 -0.918 0.581 -0.1340
H 0.950 -4.971 0.170 0.2971
H 3.645 -1.464 -1.985 0.2574
H 1.797 -1.366 -2.594 0.2525
H 1.999 0.806 -2.515 0.2229
H 1.993 1.997 -1.054 0.2225
H -0.652 0.106 -1.343 0.2301
H -0.264 1.389 -2.666 0.2175
H -0.169 3.340 -1.227 0.2466
H -0.070 2.441 0.428 0.2590
H -4.356 0.473 -1.988 0.2703
H -6.228 -1.745 -1.724 0.2344
H -4.672 -0.788 2.563 0.2612
H 4.416 0.316 -0.374 0.2334
H 3.750 -0.821 0.984 0.2338
H 2.283 2.034 1.106 0.2016
H 4.153 2.065 1.376 0.2215
H 1.599 -1.715 1.302 0.2243
H 0.147 -1.439 0.060 0.2370
```

Computed properties:
Net charge = 0
Highest occupied orbital energy = -8.32 eV

=====

The calculated energies rank the structures as follows, beginning with the most stable: w), x).